Entry from OMol25: C27H26FN4O13PS2Tl as an isolated structure at a distorted geometry (ωB97M-V/def2-TZVPD).

calculated total energy: -3651.9548 Eh
energy above the lowest of the compared OMol25 structures with the same formula, charge and spin: 0.0 kcal per mole
Kohn-Sham gap: 7.15 eV

Geometry as ORCA input:
```
! wB97M-V def2-TZVPD RIJCOSX def2/J DEFGRID3
* xyz -1 1
H -2.67602 -3.34505 -2.18442
O 0.31193 3.88846 -5.28862
N 2.99998 -1.91852 -1.58138
C -6.02739 0.93681 -3.06142
C 0.97079 -1.09998 -4.09643
H 4.16227 -1.42086 4.14555
H 2.97939 -1.58125 6.27417
C 5.63377 0.88176 3.34078
Tl -1.12653 1.85586 -0.99711
C -0.36255 -0.81708 -4.35855
H 4.10697 1.37697 1.52758
H 5.74165 0.11353 2.57339
N 1.88063 -2.66095 2.49980
P -4.10837 -0.91660 -2.78737
H 2.20231 2.04401 -3.72541
C 3.14580 1.23932 2.00078
N -1.05731 -1.36733 1.00448
O -3.78283 -0.29155 -1.37457
H 5.22713 -0.76316 5.40856
O -0.85196 3.77631 -3.15498
C -0.54034 -0.19033 4.94398
C 0.62202 -0.53207 5.62170
N 3.13241 0.80274 3.28089
H -3.33189 -3.45154 -3.82624
O -3.08334 0.70604 -5.82714
C 2.04962 1.53722 1.25938
F -1.73046 -0.52848 5.49427
H 4.27298 1.52749 4.84897
O -0.30658 1.94570 1.42603
H -4.42308 0.15907 0.49890
H -1.82187 -0.71681 0.93545
H 3.30392 0.11789 6.63772
O -1.76492 2.61496 -5.18780
C 1.91947 0.47017 3.86126
O -3.16775 1.61120 -3.51327
C 0.73631 0.79818 3.18947
H -1.09184 -1.59263 -4.51756
C 1.14847 -1.79899 0.19269
H 0.55591 -1.07754 6.55512
H 1.29634 -2.13037 -4.05448
H -4.46061 -1.58267 0.10625
C 1.89035 -0.09028 -3.85303
H 2.90431 -0.35027 -3.58618
H -5.41348 1.51547 -2.37551
C -4.64933 -0.57762 -0.26893
H 6.46068 0.78204 4.04355
C -0.14738 -1.25437 -0.04053
O 1.37492 1.76438 -1.01063
O -4.53076 -2.42380 -2.46787
H -4.08295 -4.40490 -2.52020
C -0.75788 0.50578 -4.36769
O 3.42705 2.45539 -0.41791
O -0.53511 -0.77289 -1.12088
C -3.58887 -3.46985 -2.76873
H -0.66892 -1.48764 1.92850
O -3.00087 -0.93522 -3.77118
H -7.04930 0.85831 -2.69556
C 0.17807 1.51748 -4.15818
C -0.50201 0.47134 3.75175
S -0.48344 3.12666 -4.38093
C 2.30975 1.97102 -0.19398
S -2.41373 1.12867 -4.64414
O -5.53751 -0.40411 -3.20172
H -6.01342 1.41926 -4.03608
C 3.11195 -0.59415 5.82841
C 1.85088 -0.20021 5.09846
C 1.54364 -2.27279 1.46052
C 4.33607 0.71554 4.11208
H -5.69848 -0.50352 -0.55788
C 0.75219 1.47170 1.87348
H 5.70665 1.86261 2.87185
C 1.50245 1.23918 -3.89932
C 4.29271 -0.60985 4.86685
C 2.14651 -1.82662 -0.80650
H -1.39913 0.75333 3.21767
*
```